1.
C21H33F2N3OPtSi | the ωB97M-V functional and the def2-TZVPD basis

Last column: Löwdin charge in e.
Geometry (Å):
Pt -0.091 -0.438 -0.160  1.004
N 2.290 0.157 -0.531  -0.019
C 2.601 1.496 -0.054  -0.239
C 1.471 2.458 -0.447  -0.195
N 0.174 1.987 0.019  -0.131
C -0.248 2.397 1.352  -0.200
C 0.222 1.438 2.460  -0.246
N -0.195 0.082 2.151  -0.068
H 2.869 -0.549 -0.089  0.093
H 2.423 0.091 -1.536  0.094
H 3.547 1.879 -0.466  0.119
H 2.691 1.461 1.032  0.100
H 1.425 2.513 -1.538  0.123
H 1.714 3.455 -0.055  0.121
H -0.546 2.241 -0.647  0.090
H -1.341 2.394 1.350  0.105
H 0.104 3.411 1.593  0.123
H -0.206 1.796 3.410  0.117
H 1.310 1.459 2.554  0.095
H -1.215 0.027 2.097  0.057
H 0.156 -0.602 2.811  0.090
C -5.073 -1.681 0.464  -0.099
C -4.628 -1.119 -0.880  -0.607
C -5.845 -0.818 -1.745  -0.091
C -3.782 -2.190 -1.568  -0.095
Si -3.475 0.412 -0.604  0.435
O -2.309 0.037 0.370  -0.402
C -2.833 0.851 -2.351  -0.225
C -1.538 0.497 -2.710  -0.138
C -1.036 0.769 -3.970  -0.094
C -1.842 1.392 -4.910  -0.098
C -3.137 1.750 -4.576  -0.087
C -3.618 1.487 -3.307  -0.097
C -4.308 2.028 -0.027  -0.203
C -5.549 2.083 0.590  -0.093
C -6.092 3.283 1.015  -0.089
C -5.382 4.460 0.862  -0.098
C -4.129 4.426 0.271  -0.091
C -3.612 3.223 -0.174  -0.115
H -5.628 -2.609 0.316  0.080
H -5.714 -0.985 0.998  0.063
H -4.206 -1.894 1.085  0.074
H -6.449 -1.717 -1.872  0.081
H -5.542 -0.480 -2.733  0.066
H -6.472 -0.054 -1.292  0.068
H -4.338 -3.128 -1.629  0.083
H -2.869 -2.369 -1.003  0.063
H -3.511 -1.887 -2.578  0.077
H -0.903 -0.041 -1.961  0.012
H -0.028 0.482 -4.234  0.097
H -1.461 1.584 -5.903  0.098
H -3.768 2.226 -5.313  0.100
H -4.626 1.775 -3.049  0.103
H -6.105 1.172 0.750  0.082
H -7.069 3.299 1.478  0.100
H -5.803 5.401 1.191  0.099
H -3.559 5.339 0.164  0.099
H -2.640 3.212 -0.653  0.089
F 1.071 -2.864 0.877  -0.071
C 0.447 -2.470 -0.294  -0.433
F 1.424 -2.651 -1.259  -0.070
H -0.327 -3.230 -0.494  0.094

- energy above the lowest of the compared OMol25 structures with the same formula, charge and spin (kJ/mol) = 203.75
- LUMO level (alpha / beta) (hartree) = -0.0069 / 0.0010
- E_tot (eV) = -45390.0092
- spin multiplicity = 1
- HOMO-LUMO gap (alpha / beta) (eV) = 7.21 / 7.42
- strongest force on any atom (eV/A) = 2.41

---

2.
C5H7NO | the ωB97M-V functional and the def2-TZVPD basis

Last column: Löwdin charge in e.
Geometry (Å):
N 2.744 0.117 -0.181  0.165
C 1.516 -0.053 0.018  -0.432
O 0.836 -1.256 0.139  0.019
C -0.247 -0.668 -0.634  -0.239
C -1.505 -0.448 0.181  -0.105
C -0.858 0.839 0.762  -0.101
C 0.292 0.750 -0.292  -0.113
H 3.190 -0.803 -0.200  0.065
H -0.223 -1.082 -1.643  0.152
H -1.777 -1.252 0.867  0.113
H -2.351 -0.222 -0.476  0.115
H -0.547 0.767 1.807  0.113
H -1.473 1.734 0.643  0.105
H 0.404 1.576 -0.992  0.143

- energy above the lowest of the compared OMol25 structures with the same formula, charge and spin (kJ/mol) = 204.99
- LUMO level (hartree) = 0.0364
- E_tot (eV) = -8834.0782
- spin multiplicity = 1
- HOMO-LUMO gap (eV) = 11.02
- strongest force on any atom (eV/A) = 0.48

---

3.
C18H25N2O2PTeTi | the ωB97M-V functional and the def2-TZVPD basis

Last column: Löwdin charge in e.
Geometry (Å):
C -0.254 -3.149 0.006  -0.070
C 0.321 -2.753 -1.323  -0.221
N 0.398 -1.438 -1.562  -0.011
C 1.325 -0.933 -2.413  -0.267
C 1.770 -1.755 -3.453  0.047
C 1.570 -3.118 -3.343  0.036
C 0.880 -3.619 -2.250  0.045
C 1.944 0.329 -1.936  -0.202
P 0.888 1.718 -1.209  0.836
H 0.713 -4.672 -2.096  0.143
H 2.364 -1.325 -4.248  0.143
H 1.893 -3.778 -4.142  0.149
C -2.477 -2.211 0.044  -0.078
C -1.120 -2.084 2.052  -0.029
H 2.672 0.759 -2.633  0.129
H 0.537 -3.383 0.739  0.159
H -0.862 -4.056 -0.125  0.156
C 0.348 2.960 -2.383  -0.247
C 2.240 2.511 -0.246  -0.168
H 0.049 3.846 -1.800  0.078
H 1.166 3.180 -3.080  0.089
H -0.523 2.580 -2.931  -0.006
H 1.884 2.756 0.760  0.058
H 3.103 1.845 -0.094  0.081
H 2.563 3.418 -0.773  0.086
H -1.655 -2.979 2.398  0.135
H -0.087 -2.197 2.405  0.114
H -1.583 -1.174 2.470  0.107
H -2.825 -3.228 0.259  0.127
H -3.166 -1.540 0.567  0.086
H -2.496 -2.052 -1.042  0.079
C -0.526 1.266 1.375  -0.085
O -0.464 2.104 2.188  0.234
Ti -0.355 -0.132 -0.055  0.736
O 1.742 -0.177 0.425  -0.309
H 2.220 0.205 -0.776  0.001
H 2.357 -0.803 0.846  0.104
N -1.112 -2.058 0.579  -0.376
Te -2.329 0.949 -1.607  1.402
C -3.378 2.114 -0.176  -0.576
C -4.191 1.486 0.788  -0.131
C -4.753 2.267 1.811  -0.027
C -4.538 3.650 1.856  -0.005
C -3.751 4.265 0.873  -0.022
C -3.174 3.508 -0.159  -0.122
H -4.355 0.403 0.730  0.093
H -5.364 1.780 2.568  0.130
H -4.980 4.244 2.654  0.136
H -3.582 5.338 0.898  0.131
H -2.556 3.968 -0.937  0.103

- LUMO level (alpha / beta) (hartree) = -0.4646 / -0.4774
- E_tot (eV) = -65813.6152
- spin multiplicity = 2
- HOMO-LUMO gap (alpha / beta) (eV) = 5.42 / 5.10
- strongest force on any atom (eV/A) = 9.60
- net charge = +3

---

4.
H18N6 | the ωB97M-V functional and the def2-TZVPD basis

Last column: Löwdin charge in e.
Geometry (Å):
N -2.125 0.681 1.011  0.004
H -2.713 1.140 1.725  0.025
H -1.166 0.925 1.179  -0.042
H -2.248 -0.248 1.473  0.038
N 0.581 -2.677 -3.464  0.049
H 0.262 -2.040 -4.104  -0.017
H 1.519 -2.489 -3.410  -0.019
H 0.354 -3.719 -3.639  0.097
N 0.650 3.305 3.555  0.139
H -0.141 3.779 3.535  -0.023
H 1.218 4.109 3.703  0.050
H 0.667 2.655 4.252  0.013
N -0.591 -3.460 -0.144  0.031
H -0.304 -4.389 -0.318  -0.005
H -0.134 -3.067 -0.951  -0.042
H -1.550 -3.588 -0.321  -0.004
N -0.194 -0.035 -1.776  0.173
H -0.409 -0.980 -1.848  -0.024
H 0.002 0.257 -0.852  -0.021
H 0.751 0.062 -2.248  0.083
N 1.401 2.513 0.533  0.427
H 2.248 2.368 0.960  0.081
H 1.011 1.758 0.197  -0.002
H 0.911 3.139 0.952  -0.009

- energy above the lowest of the compared OMol25 structures with the same formula, charge and spin (kJ/mol) = 116.45
- LUMO level (alpha / beta) (hartree) = -0.1095 / -0.3528
- E_tot (eV) = -9221.5934
- spin multiplicity = 2
- HOMO-LUMO gap (alpha / beta) (eV) = 9.92 / 3.09
- strongest force on any atom (eV/A) = 7.54
- net charge = +1